[1]
162
Properties=species:S:1:pos:R:3 method="wB97M-V/def2-TZVPD" e_tot_ha=-5578.13934 spin_multiplicity=1
Cl -28.221 -16.756 27.637
C -28.576 -15.805 26.173
C -28.305 -14.337 26.438
Cl -26.535 -14.001 26.688
H -29.643 -15.868 25.950
H -28.096 -16.162 25.266
H -28.672 -14.085 27.431
H -28.746 -13.625 25.746
Cl -22.934 -13.214 21.417
C -24.015 -13.888 22.664
C -25.195 -14.638 22.091
Cl -26.265 -15.010 23.474
H -24.319 -13.013 23.234
H -23.416 -14.508 23.328
H -24.931 -15.559 21.576
H -25.691 -14.042 21.326
Cl -18.690 -14.006 22.882
C -19.515 -14.400 24.409
C -19.811 -15.880 24.489
Cl -21.144 -16.405 23.504
H -20.422 -13.802 24.357
H -18.918 -14.056 25.251
H -20.052 -16.091 25.534
H -18.962 -16.499 24.206
C -12.765 -13.680 26.190
O -12.295 -14.703 27.061
H -12.087 -12.822 26.228
H -12.703 -14.118 25.193
H -13.783 -13.328 26.382
H -12.027 -14.247 27.881
C -27.808 -8.197 25.641
O -29.178 -8.004 25.992
H -27.301 -8.791 26.403
H -27.698 -8.685 24.676
H -27.376 -7.197 25.589
H -29.314 -7.206 26.500
C -22.266 -14.751 26.851
O -21.314 -14.461 27.874
H -23.194 -14.272 27.174
H -21.955 -14.212 25.952
H -22.321 -15.822 26.680
H -20.861 -13.640 27.676
C -11.745 -11.836 29.021
O -11.127 -13.128 29.042
H -11.013 -11.163 28.571
H -12.682 -11.833 28.473
H -11.959 -11.539 30.051
H -10.332 -13.145 29.574
C -15.310 -14.442 24.038
O -15.797 -14.167 25.355
H -15.182 -13.429 23.655
H -14.318 -14.888 24.155
H -15.913 -15.025 23.343
H -15.960 -14.973 25.863
C -14.885 -16.267 28.156
O -15.003 -16.328 26.741
H -13.859 -16.415 28.486
H -15.229 -15.308 28.560
H -15.535 -16.969 28.684
H -14.095 -16.376 26.423
C -15.978 -9.781 24.626
O -15.093 -9.042 23.795
H -16.947 -9.287 24.720
H -16.230 -10.743 24.160
H -15.489 -10.045 25.563
H -15.605 -8.369 23.345
C -20.136 -11.113 31.741
O -19.068 -11.973 31.444
C -17.947 -11.819 32.300
C -16.886 -12.886 32.030
N -15.795 -12.734 32.997
C -16.006 -13.133 34.372
C -14.799 -12.799 35.298
O -14.704 -11.468 35.765
C -14.395 -10.519 34.728
H -19.907 -10.046 31.651
H -20.553 -11.263 32.743
H -20.942 -11.332 31.043
H -18.316 -12.175 33.274
H -17.624 -10.781 32.380
H -16.466 -12.742 31.028
H -17.351 -13.871 31.906
H -14.999 -13.225 32.612
H -16.021 -14.226 34.504
H -16.923 -12.799 34.854
H -13.838 -13.067 34.840
H -14.910 -13.367 36.223
H -13.607 -10.825 34.028
H -13.988 -9.645 35.233
H -15.339 -10.467 34.184
C -24.520 -11.261 26.510
O -23.595 -10.237 26.248
C -22.275 -10.671 26.056
C -21.595 -10.960 27.412
N -20.268 -11.526 27.245
C -19.590 -11.804 28.493
C -18.261 -12.524 28.293
O -17.302 -11.737 27.589
C -16.068 -12.411 27.744
H -24.425 -11.693 27.508
H -24.587 -12.041 25.742
H -25.519 -10.827 26.429
H -21.712 -9.904 25.519
H -22.199 -11.541 25.392
H -22.246 -11.662 27.948
H -21.656 -10.095 28.088
H -19.737 -10.881 26.674
H -20.138 -12.458 29.173
H -19.424 -10.828 28.965
H -18.388 -13.460 27.732
H -17.908 -12.815 29.287
H -15.489 -12.214 28.651
H -15.441 -11.994 26.947
H -16.054 -13.478 27.504
C -19.893 -19.590 32.633
O -20.296 -18.461 33.378
C -19.455 -17.298 33.462
C -19.610 -16.432 32.219
N -18.913 -16.962 31.048
C -19.200 -16.167 29.838
C -18.730 -16.858 28.584
O -19.448 -18.071 28.545
C -19.437 -18.729 27.290
H -18.821 -19.760 32.796
H -20.070 -19.453 31.566
H -20.445 -20.430 33.045
H -18.482 -17.803 33.525
H -19.642 -16.714 34.360
H -19.100 -15.490 32.458
H -20.663 -16.232 31.997
H -19.306 -17.859 30.788
H -18.727 -15.193 29.991
H -20.282 -16.031 29.725
H -17.639 -16.907 28.529
H -19.030 -16.209 27.749
H -18.434 -19.063 27.010
H -19.767 -17.977 26.563
H -20.135 -19.560 27.325
C -14.829 -10.148 30.618
O -15.243 -9.403 29.496
C -16.214 -8.428 29.811
C -16.881 -7.976 28.540
N -17.964 -8.811 28.057
C -18.744 -8.158 27.039
C -19.714 -7.094 27.596
O -20.868 -7.138 26.812
C -21.875 -6.230 27.222
H -14.260 -9.465 31.269
H -14.112 -10.921 30.349
H -15.618 -10.547 31.261
H -15.750 -7.611 30.386
H -16.954 -8.746 30.560
H -16.201 -7.693 27.720
H -17.248 -6.959 28.750
H -17.532 -9.686 27.776
H -19.384 -8.882 26.529
H -18.146 -7.729 26.220
H -19.218 -6.118 27.507
H -19.937 -7.347 28.641
H -22.403 -6.682 28.067
H -22.574 -6.038 26.413
H -21.436 -5.285 27.555

[2]
62
Properties=species:S:1:pos:R:3 method="wB97M-V/def2-TZVPD" smiles="Cc1ccccc1CC1=CC(=O)c2ccccc2C1=O.CCOC(=O)C(F)(F)F.CCOC(=O)C(F)(F)F" e_tot_ha=-2055.03647 spin_multiplicity=1 relative_energy_kj_mol=1678.41
C -2.025 3.470 -2.121
C -3.603 3.560 -1.642
C -4.396 4.966 -2.040
C -5.976 5.156 -1.637
C -6.736 3.920 -0.827
C -5.922 2.517 -0.435
C -4.314 2.309 -0.845
C -3.608 0.880 -0.455
C -2.361 0.987 0.604
C -1.829 -0.315 1.172
C -0.532 -0.372 2.225
O -0.433 -1.299 3.188
C 0.630 0.796 1.936
C 2.243 0.573 2.228
C 3.342 1.755 1.873
C 2.734 3.157 1.214
C 1.126 3.424 0.955
C 0.047 2.236 1.317
C -1.604 2.369 1.081
O -2.260 3.531 1.313
H -1.672 2.359 -2.018
H -1.821 3.924 -3.187
H -1.404 4.146 -1.357
H -3.810 5.808 -2.652
H -6.506 6.158 -1.935
H -7.880 4.101 -0.572
H -6.544 1.664 0.112
H -4.392 0.113 -0.006
H -3.183 0.356 -1.434
H -2.289 -1.352 0.868
H 2.667 -0.423 2.686
H 4.481 1.552 2.062
H 3.548 3.976 0.936
H 0.673 4.419 0.492
C -4.355 -5.612 -1.610
C -2.890 -5.497 -1.992
O -2.696 -4.436 -2.940
C -2.636 -3.168 -2.422
O -2.739 -2.912 -1.225
C -2.379 -2.146 -3.529
F -3.164 -2.348 -4.626
F -1.090 -2.184 -3.974
F -2.607 -0.862 -3.133
H -4.977 -5.730 -2.503
H -4.516 -6.468 -0.949
H -4.702 -4.710 -1.098
H -2.566 -6.422 -2.479
H -2.252 -5.355 -1.112
C 8.055 -1.918 4.204
C 8.793 -1.329 3.016
O 8.251 -1.830 1.784
C 7.105 -1.224 1.340
O 6.542 -0.306 1.932
C 6.666 -1.817 0.002
F 6.710 -3.181 -0.010
F 7.458 -1.403 -1.029
F 5.390 -1.478 -0.340
H 8.061 -3.011 4.158
H 8.516 -1.598 5.143
H 7.006 -1.606 4.211
H 9.844 -1.638 3.049
H 8.779 -0.234 3.031

[3]
84
Properties=species:S:1:pos:R:3 method="wB97M-V/def2-TZVPD" e_tot_ha=-2968.58646 spin_multiplicity=1 total_charge=+2
C 6.768 1.718 0.681
C 5.557 1.933 -0.255
C 5.222 3.411 -0.394
C 4.033 3.712 -1.313
C 2.752 2.945 -0.945
C 1.541 3.815 -0.604
C 0.533 3.002 0.220
C -0.261 2.067 -0.688
C -1.097 0.951 -0.007
C -2.578 1.414 -0.033
C -3.398 1.114 1.218
C -4.833 1.622 1.063
C -5.615 1.485 2.362
O -4.828 2.070 3.404
C -4.300 1.250 4.308
O -3.345 1.543 4.932
C -0.569 0.683 1.400
O -0.957 -0.628 1.850
S 0.037 -1.724 1.310
O 1.299 -1.615 1.951
O -0.663 -2.962 1.275
C 0.275 -1.190 -0.455
F 1.413 -0.354 -0.534
C 0.482 -2.422 -1.319
C 1.945 -2.901 -1.533
C 2.224 -4.345 -1.061
C 2.630 -4.420 0.417
S 4.201 -3.639 0.790
O 4.025 -2.217 0.801
O 4.773 -4.298 1.910
Cl 5.331 -4.036 -0.858
C -0.963 -0.373 -0.837
O -2.075 -1.157 -0.690
C -2.619 -1.857 -1.827
C -4.094 -1.570 -1.991
C -4.901 -1.815 -0.712
C -4.630 -3.197 -0.104
H 6.492 1.165 1.573
H 7.580 1.196 0.184
H 7.166 2.678 1.004
H 5.795 1.494 -1.226
H 4.731 1.359 0.166
H 6.092 3.898 -0.831
H 5.033 3.834 0.593
H 3.825 4.778 -1.368
H 4.340 3.430 -2.324
H 2.944 2.252 -0.131
H 2.493 2.304 -1.820
H 1.868 4.666 -0.012
H 1.042 4.184 -1.504
H -0.178 3.643 0.737
H 1.124 2.461 0.949
H -0.905 2.698 -1.308
H 0.459 1.629 -1.385
H -3.087 0.983 -0.895
H -2.612 2.496 -0.173
H -2.984 1.686 2.044
H -3.402 0.051 1.452
H -4.793 2.688 0.823
H -5.354 1.136 0.240
H -6.546 2.041 2.315
H -5.821 0.434 2.569
H -4.801 0.284 4.425
H -0.901 1.420 2.122
H 0.518 0.715 1.431
H 0.083 -2.183 -2.316
H -0.138 -3.233 -0.951
H 2.673 -2.258 -1.050
H 2.136 -2.882 -2.607
H 1.359 -4.972 -1.264
H 3.050 -4.722 -1.651
H 2.749 -5.457 0.715
H 1.896 -3.913 1.035
H -0.811 -0.049 -1.902
H -2.070 -1.621 -2.745
H -2.482 -2.923 -1.654
H -4.255 -0.566 -2.386
H -4.454 -2.270 -2.748
H -5.953 -1.745 -0.975
H -4.633 -1.048 0.008
H -5.498 -3.580 0.422
H -4.356 -3.917 -0.874
H -3.810 -3.148 0.611
Sr 1.084 0.874 -3.048

[4]
17
Properties=species:S:1:pos:R:3 method="wB97M-V/def2-TZVPD" smiles=CSSC.CSS e_tot_ha=-1713.04487 spin_multiplicity=1 relative_energy_kj_mol=0.00
S 1.228 1.383 -1.191
S 1.153 2.755 0.329
C -0.478 2.445 1.032
H 1.711 0.334 -0.492
H -0.645 3.202 1.817
H -0.548 1.444 1.488
H -1.274 2.543 0.274
S 3.470 -0.903 0.560
S 2.954 -1.019 2.529
C 4.290 0.704 0.476
C 1.383 -0.129 2.564
H 4.643 0.840 -0.560
H 5.159 0.749 1.153
H 3.606 1.532 0.726
H 1.499 0.929 2.276
H 0.640 -0.596 1.895
H 1.002 -0.173 3.598

[5]
110
Properties=species:S:1:pos:R:3 method="wB97M-V/def2-TZVPD" e_tot_ha=-2947.54006 spin_multiplicity=1 total_charge=-1
C 3.615 -3.746 2.644
C 4.940 -3.155 2.176
C 4.838 -1.661 1.847
F 6.218 -1.144 1.928
N 4.030 -1.045 2.745
C 3.915 0.355 2.427
C 2.496 0.962 2.638
C 1.372 -0.001 2.928
F 1.595 -0.817 3.925
F 0.296 0.781 3.339
C 0.851 -0.693 1.643
F 1.812 -1.230 0.951
F 0.368 0.286 0.861
C -0.236 -1.792 1.806
F -0.201 -2.533 0.690
F -0.021 -2.626 2.802
C -1.708 -1.313 1.892
F -2.111 -0.740 0.800
F -2.452 -2.416 2.008
F -1.971 -0.583 2.930
H 2.887 -3.776 1.832
H 3.809 -4.780 2.956
H 3.208 -3.230 3.505
H 5.687 -3.290 2.955
H 5.247 -3.720 1.295
H 4.468 -1.526 0.810
H 4.608 0.928 3.069
H 4.242 0.568 1.389
H 2.539 1.637 3.493
H 2.262 1.604 1.794
C -1.539 2.813 0.707
C -1.561 3.347 -0.703
O -0.746 4.159 -1.079
C -2.642 2.825 -1.618
H -0.714 3.267 1.253
H -2.475 3.057 1.213
H -1.397 1.734 0.694
H -3.624 3.068 -1.206
H -2.545 1.744 -1.729
H -2.548 3.286 -2.595
C -4.080 -0.109 -4.076
C -4.351 1.294 -4.562
O -3.552 2.186 -4.385
C -5.659 1.531 -5.274
H -3.109 -0.140 -3.584
H -4.848 -0.410 -3.362
H -4.071 -0.802 -4.919
H -6.494 1.298 -4.614
H -5.717 0.911 -6.169
H -5.720 2.579 -5.566
C 6.114 -8.526 0.592
C 5.145 -7.488 1.108
O 5.485 -6.349 1.328
C 3.720 -7.933 1.340
H 7.098 -8.080 0.466
H 6.188 -9.351 1.304
H 5.777 -8.904 -0.374
H 3.695 -8.733 2.082
H 3.282 -8.285 0.404
H 3.136 -7.091 1.708
C 0.389 4.505 6.038
C 1.810 4.114 5.703
O 2.308 4.397 4.640
C 2.578 3.351 6.755
H -0.044 5.044 5.197
H -0.208 3.612 6.230
H 0.376 5.152 6.917
H 2.073 2.410 6.976
H 2.659 3.948 7.665
H 3.577 3.134 6.384
C -9.876 -0.607 -3.416
C -8.484 -0.981 -3.857
O -8.084 -0.730 -4.971
C -7.610 -1.687 -2.848
H -10.389 -0.107 -4.233
H -10.435 -1.505 -3.142
H -9.825 0.073 -2.565
H -8.072 -2.629 -2.547
H -7.464 -1.052 -1.972
H -6.641 -1.899 -3.295
C 3.119 6.313 1.056
C 3.131 6.880 -0.343
O 3.960 7.693 -0.691
C 2.062 6.389 -1.287
H 3.935 6.748 1.629
H 2.175 6.551 1.549
H 3.249 5.231 1.023
H 1.074 6.631 -0.894
H 2.147 5.310 -1.418
H 2.184 6.872 -2.255
C 9.196 -4.651 -2.122
C 8.488 -5.584 -1.166
O 8.457 -6.781 -1.369
C 7.832 -4.963 0.036
H 9.624 -5.226 -2.942
H 8.487 -3.928 -2.528
H 9.998 -4.125 -1.602
H 7.066 -4.253 -0.281
H 8.581 -4.450 0.643
H 7.360 -5.737 0.637
C -9.610 3.686 -5.294
C -8.882 3.230 -4.054
O -8.726 2.054 -3.813
C -8.356 4.301 -3.131
H -9.931 2.817 -5.864
H -10.488 4.272 -5.017
H -8.946 4.290 -5.914
H -9.180 4.913 -2.761
H -7.639 4.931 -3.660
H -7.855 3.835 -2.284

[6]
18
Properties=species:S:1:pos:R:3 method="wB97M-V/def2-TZVPD" e_tot_ha=-612.08863 spin_multiplicity=1 total_charge=+1 relative_energy_kj_mol=567.30
C 0.492 0.863 -2.340
C 0.635 1.780 -1.173
C 0.816 3.082 -1.207
C 0.674 -0.456 1.007
S -0.252 -1.682 0.220
N -2.032 -2.714 2.688
H -0.324 0.151 -2.207
H 1.390 0.252 -2.477
H 0.338 1.379 -3.284
H 0.596 1.261 -0.170
H 0.916 3.669 -0.306
H 0.886 3.613 -2.146
H 1.719 -0.741 0.910
H 0.335 -0.346 2.044
H 0.450 -2.795 0.569
H -1.414 -1.929 2.576
H -2.560 -2.823 1.834
H -2.665 -2.564 3.462

[7]
11
Properties=species:S:1:pos:R:3 method="wB97M-V/def2-TZVPD" smiles="O=c1cncc(O)o1" e_tot_ha=-434.65293 spin_multiplicity=1 relative_energy_kj_mol=195.35
C -1.092 0.116 -0.179
C -0.876 -1.076 -0.891
C 1.270 -0.903 -0.148
C 1.096 0.413 0.480
H -2.140 1.491 0.563
H -1.597 -1.506 -1.505
H 2.360 -1.182 -0.320
N 0.454 -1.657 -0.752
O -2.273 0.714 -0.122
O 1.974 1.176 0.867
O -0.225 0.797 0.625

What did the fifth record say?
110
Properties=species:S:1:pos:R:3 method="wB97M-V/def2-TZVPD" e_tot_ha=-2947.54006 spin_multiplicity=1 total_charge=-1
C 3.615 -3.746 2.644
C 4.940 -3.155 2.176
C 4.838 -1.661 1.847
F 6.218 -1.144 1.928
N 4.030 -1.045 2.745
C 3.915 0.355 2.427
C 2.496 0.962 2.638
C 1.372 -0.001 2.928
F 1.595 -0.817 3.925
F 0.296 0.781 3.339
C 0.851 -0.693 1.643
F 1.812 -1.230 0.951
F 0.368 0.286 0.861
C -0.236 -1.792 1.806
F -0.201 -2.533 0.690
F -0.021 -2.626 2.802
C -1.708 -1.313 1.892
F -2.111 -0.740 0.800
F -2.452 -2.416 2.008
F -1.971 -0.583 2.930
H 2.887 -3.776 1.832
H 3.809 -4.780 2.956
H 3.208 -3.230 3.505
H 5.687 -3.290 2.955
H 5.247 -3.720 1.295
H 4.468 -1.526 0.810
H 4.608 0.928 3.069
H 4.242 0.568 1.389
H 2.539 1.637 3.493
H 2.262 1.604 1.794
C -1.539 2.813 0.707
C -1.561 3.347 -0.703
O -0.746 4.159 -1.079
C -2.642 2.825 -1.618
H -0.714 3.267 1.253
H -2.475 3.057 1.213
H -1.397 1.734 0.694
H -3.624 3.068 -1.206
H -2.545 1.744 -1.729
H -2.548 3.286 -2.595
C -4.080 -0.109 -4.076
C -4.351 1.294 -4.562
O -3.552 2.186 -4.385
C -5.659 1.531 -5.274
H -3.109 -0.140 -3.584
H -4.848 -0.410 -3.362
H -4.071 -0.802 -4.919
H -6.494 1.298 -4.614
H -5.717 0.911 -6.169
H -5.720 2.579 -5.566
C 6.114 -8.526 0.592
C 5.145 -7.488 1.108
O 5.485 -6.349 1.328
C 3.720 -7.933 1.340
H 7.098 -8.080 0.466
H 6.188 -9.351 1.304
H 5.777 -8.904 -0.374
H 3.695 -8.733 2.082
H 3.282 -8.285 0.404
H 3.136 -7.091 1.708
C 0.389 4.505 6.038
C 1.810 4.114 5.703
O 2.308 4.397 4.640
C 2.578 3.351 6.755
H -0.044 5.044 5.197
H -0.208 3.612 6.230
H 0.376 5.152 6.917
H 2.073 2.410 6.976
H 2.659 3.948 7.665
H 3.577 3.134 6.384
C -9.876 -0.607 -3.416
C -8.484 -0.981 -3.857
O -8.084 -0.730 -4.971
C -7.610 -1.687 -2.848
H -10.389 -0.107 -4.233
H -10.435 -1.505 -3.142
H -9.825 0.073 -2.565
H -8.072 -2.629 -2.547
H -7.464 -1.052 -1.972
H -6.641 -1.899 -3.295
C 3.119 6.313 1.056
C 3.131 6.880 -0.343
O 3.960 7.693 -0.691
C 2.062 6.389 -1.287
H 3.935 6.748 1.629
H 2.175 6.551 1.549
H 3.249 5.231 1.023
H 1.074 6.631 -0.894
H 2.147 5.310 -1.418
H 2.184 6.872 -2.255
C 9.196 -4.651 -2.122
C 8.488 -5.584 -1.166
O 8.457 -6.781 -1.369
C 7.832 -4.963 0.036
H 9.624 -5.226 -2.942
H 8.487 -3.928 -2.528
H 9.998 -4.125 -1.602
H 7.066 -4.253 -0.281
H 8.581 -4.450 0.643
H 7.360 -5.737 0.637
C -9.610 3.686 -5.294
C -8.882 3.230 -4.054
O -8.726 2.054 -3.813
C -8.356 4.301 -3.131
H -9.931 2.817 -5.864
H -10.488 4.272 -5.017
H -8.946 4.290 -5.914
H -9.180 4.913 -2.761
H -7.639 4.931 -3.660
H -7.855 3.835 -2.284